<w>
# C3H5O2P

2 unconnected molecules or ions with the total composition C3H5O2P (the ωB97M-V functional and the def2-TZVPD basis, the OMol25 dataset).

Total charge: 0
Multiplicity: 1
HOMO-LUMO gap in eV: 10.556

Last column: Löwdin charge in e.
Geometry (Å):
1 O 2.54429 0.89958 -0.05511  0.21
2 C 1.98594 0.53157 0.88042  -0.53
3 O 1.69624 0.05170 1.86448  0.20
4 C -0.59620 -1.22001 -0.75302  -0.12
5 C -0.74113 0.04323 -1.04214  -0.46
6 P -0.99397 1.38314 0.30441  0.79
7 H -0.74594 -1.71951 0.21762  0.06
8 H -0.40396 -1.96349 -1.57091  0.07
9 H -0.40039 0.50161 -1.98514  0.05
10 H -0.24702 0.76760 1.27195  -0.16
11 H -2.09786 0.72458 0.86744  -0.11

<x>
# C3H5O2P

2 unconnected molecules or ions with the total composition C3H5O2P (the ωB97M-V functional and the def2-TZVPD basis, the OMol25 dataset).

Total charge: 0
Multiplicity: 1
HOMO-LUMO gap in eV: 9.016

Last column: Löwdin charge in e.
Geometry (Å):
1 C 0.48978 -0.15203 0.22441  -0.20
2 C -0.15505 0.82665 -0.31349  0.13
3 C 1.96354 -0.35188 0.03085  -0.07
4 O -4.23403 -0.30010 0.11122  -0.48
5 O -2.12747 0.87809 0.22136  -0.45
6 P -2.81398 -0.48069 -0.18572  0.64
7 H -0.00902 -0.87198 0.85748  0.10
8 H -0.09941 1.68624 -0.93028  0.09
9 H 2.14695 -1.36781 -0.30614  0.08
10 H 2.36952 0.34969 -0.69223  0.08
11 H 2.46918 -0.21617 0.98252  0.08

Which structure is the most stable? The one labeled <w>.

<w>
# C4H8FN

A single C4H8FN molecule (the ωB97M-V functional and the def2-TZVPD basis, the OMol25 dataset).

Total charge: 0
Multiplicity: 1
HOMO-LUMO gap in eV: 10.740

Last column: Löwdin charge in e.
Geometry (Å):
1 C -0.64462 0.29050 2.34243  0.01
2 C 0.32310 0.15680 1.43109  -0.14
3 C 0.33223 0.36200 -0.00312  -0.37
4 F 1.38928 -0.43645 -0.53238  -0.06
5 C -0.81885 -0.20151 -0.70024  -0.25
6 N -0.55194 0.06420 -2.13097  -0.01
7 H -0.61591 -0.16921 3.37523  0.08
8 H -1.59481 0.80910 2.18382  0.06
9 H 1.24737 -0.36042 1.77987  0.12
10 H 0.54194 1.39902 -0.25859  0.16
11 H -0.95368 -1.26818 -0.57860  0.12
12 H -1.70691 0.29438 -0.32478  0.12
13 H -1.15277 -0.54718 -2.65732  0.05
14 H 0.44365 -0.32561 -2.23242  0.10

<x>
# C4H8FN

A single C4H8FN molecule (the ωB97M-V functional and the def2-TZVPD basis, the OMol25 dataset).

Total charge: 0
Multiplicity: 1
HOMO-LUMO gap in eV: 10.248

Last column: Löwdin charge in e.
Geometry (Å):
1 C -0.94759 1.33169 0.00187  -0.09
2 C -0.49409 -0.08650 -0.09902  -0.47
3 N -1.36643 -1.29547 -0.13671  0.01
4 C 0.85595 -0.17524 0.86848  -0.02
5 C 2.09228 -0.30711 0.42253  -0.09
6 F 2.18515 0.02247 -0.94988  -0.09
7 H -0.15721 1.91672 -0.73048  0.15
8 H -2.06179 1.06277 -0.41919  0.12
9 H -1.01922 1.67649 1.02804  0.06
10 H -0.17750 -0.16297 -1.11696  0.09
11 H -2.06537 -1.10699 -1.10747  0.18
12 H -0.76946 -1.96717 -0.35230  -0.02
13 H 0.75709 -0.48298 1.83722  0.06
14 H 3.16818 -0.42571 0.75387  0.13

Which structure is the most stable? The one labeled <w>.

<w>
# C9H13NO2

2 unconnected molecules or ions with the total composition C9H13NO2 (the ωB97M-V functional and the def2-TZVPD basis, the OMol25 dataset).

Total charge: -1
Multiplicity: 2
<S²>: 0.7614
HOMO-LUMO gap (spin up / spin down) in eV: 3.597 / 7.481

Last column: Löwdin charge in e.
Geometry (Å):
1 C 1.60706 -0.48266 -2.40509  -0.09
2 C -1.84118 -0.61306 -0.74498  -0.10
3 C -0.75904 -0.23588 -1.63165  -0.12
4 C -1.58530 -1.39318 0.34588  -0.44
5 C 0.51851 -0.77393 -1.38402  -0.38
6 C -0.25086 -1.67622 0.74040  -0.15
7 C 0.79243 -1.44865 -0.21253  -0.16
8 O -2.62287 -1.79948 1.15687  -0.01
9 H -2.87633 -0.28729 -0.82609  0.09
10 H -0.99971 0.24787 -2.57033  0.06
11 H -2.28104 -2.50609 1.71417  0.08
12 H -0.08677 -2.10835 1.72289  0.07
13 H 2.24189 0.37628 -2.17649  0.06
14 H 1.09246 -0.24365 -3.33727  0.05
15 H 1.77014 -1.88443 -0.02446  0.08
16 H 2.19527 -1.37677 -2.62259  0.06
17 C 1.32101 1.88015 0.85936  -0.01
18 C 0.00523 2.30960 1.44312  -0.59
19 O -0.33313 3.48417 1.55214  -0.01
20 N -0.69029 1.31146 2.06877  0.16
21 H -1.59188 1.55259 2.45207  0.10
22 H -0.61347 0.37701 1.65859  0.06
23 H 1.53178 2.25501 -0.14037  0.08
24 H 1.39023 0.79340 0.79539  0.05
25 H 2.06584 2.24209 1.56621  0.08

<x>
# C9H13NO2

2 unconnected molecules or ions with the total composition C9H13NO2 (the ωB97M-V functional and the def2-TZVPD basis, the OMol25 dataset).

Total charge: -1
Multiplicity: 2
<S²>: 0.7597
HOMO-LUMO gap (spin up / spin down) in eV: 3.245 / 7.252

Last column: Löwdin charge in e.
Geometry (Å):
1 C -1.62978 -1.08699 -1.64546  -0.11
2 C -1.83253 -0.28757 0.67467  -0.14
3 C -1.18967 -1.15167 -0.20047  -0.36
4 C -1.54249 -0.33451 2.05259  -0.11
5 C -0.38800 -1.03893 2.51338  -0.39
6 C 0.05089 -1.75557 0.22029  -0.15
7 C 0.41080 -1.64490 1.59334  -0.13
8 O -0.05348 -0.93919 3.87866  -0.02
9 H -2.68654 0.31613 0.39337  0.08
10 H -2.20231 0.22504 2.70776  0.06
11 H -1.04848 -0.41438 -2.28287  0.05
12 H -2.71576 -0.91868 -1.67348  0.06
13 H 0.71051 -2.01074 -0.60594  0.05
14 H -0.18257 -1.78353 4.23927  0.04
15 H 1.35893 -2.14959 1.78385  0.09
16 H -1.72908 -2.11283 -2.04385  0.06
17 C 1.56772 1.46545 -2.30688  -0.02
18 C 1.84602 2.41134 -1.17240  -0.60
19 O 2.16428 3.56586 -1.44790  -0.01
20 N 1.73694 2.02237 0.11953  0.18
21 H 0.65967 1.78590 -2.81833  0.08
22 H 1.25843 0.46213 -1.99065  0.06
23 H 1.60317 2.79875 0.71461  0.09
24 H 1.44464 1.07809 0.31406  0.09
25 H 2.38871 1.49803 -3.01716  0.08

Which structure is the most stable? The one labeled <w>.

<w>
# C6H12Br6

3 unconnected molecules or ions with the total composition C6H12Br6 (the ωB97M-V functional and the def2-TZVPD basis, the OMol25 dataset).

Total charge: 0
Multiplicity: 1
HOMO-LUMO gap in eV: 10.704

Last column: Löwdin charge in e.
Geometry (Å):
1 Br 4.12875 -2.80329 0.76722  0.66
2 C 2.61631 -1.73324 1.23768  -0.78
3 C 1.36436 -2.32564 0.52936  -0.64
4 Br -0.14168 -1.39288 1.45800  0.58
5 H 2.58564 -0.66527 1.02179  0.06
6 H 2.38233 -1.69793 2.30168  0.03
7 H 1.14617 -3.38629 0.65400  0.05
8 H 1.43062 -2.05959 -0.52559  0.06
9 Br 4.85700 1.45601 -4.07415  0.61
10 C 4.45184 3.20454 -3.32330  -0.71
11 C 5.57219 4.27326 -3.53797  -0.67
12 Br 5.19479 6.01034 -2.67985  0.58
13 H 4.25410 3.10843 -2.25570  0.05
14 H 3.50733 3.60126 -3.69559  0.05
15 H 5.68515 4.52792 -4.59177  0.05
16 H 6.52416 3.95613 -3.11219  0.05
17 Br -7.92562 -2.07700 0.42843  0.51
18 C -6.55531 -1.55566 1.89127  -0.60
19 C -7.28848 -1.87253 3.13027  -0.75
20 Br -6.01346 -1.80336 4.60020  0.62
21 H -6.35023 -0.50196 1.70219  0.06
22 H -5.72543 -2.19985 1.60072  0.05
23 H -7.61476 -2.91203 3.16318  0.04
24 H -8.08577 -1.15136 3.31010  0.06

<x>
# C6H12Br6

3 unconnected molecules or ions with the total composition C6H12Br6 (the ωB97M-V functional and the def2-TZVPD basis, the OMol25 dataset).

Total charge: 0
Multiplicity: 1
HOMO-LUMO gap in eV: 10.441

Last column: Löwdin charge in e.
Geometry (Å):
1 Br -5.63119 2.14922 -1.03812  0.55
2 C -6.17895 0.52711 -0.00947  -0.65
3 C -5.54007 0.56351 1.34686  -0.68
4 Br -3.58743 0.30287 1.29124  0.61
5 H -5.83548 -0.31840 -0.60350  0.05
6 H -7.26381 0.49978 -0.04130  0.06
7 H -6.00267 -0.25573 1.90447  0.07
8 H -5.73505 1.49717 1.86196  0.05
9 Br 2.14137 0.54955 -0.67981  0.63
10 C 1.38925 1.32805 0.94928  -0.69
11 C -0.11094 1.37155 0.88864  -0.74
12 Br -0.76404 2.57257 2.26578  0.61
13 H 1.86251 2.28889 1.10935  0.05
14 H 1.66238 0.66160 1.76479  0.06
15 H -0.53709 0.37840 1.03077  0.04
16 H -0.59224 1.73412 -0.01700  0.05
17 Br 4.37645 -4.01204 -2.09874  0.59
18 C 4.67128 -2.08158 -2.14033  -0.70
19 C 5.61487 -1.63461 -1.03164  -0.70
20 Br 4.83082 -1.95043 0.71790  0.58
21 H 3.72572 -1.56165 -2.03917  0.00
22 H 5.10829 -1.92640 -3.12174  0.05
23 H 5.80918 -0.57094 -1.18128  0.06
24 H 6.58686 -2.11260 -1.12893  0.06

Which structure is the most stable? The one labeled <x>.

<w>
# C2H3BrO2

A single C2H3BrO2 molecule (the ωB97M-V functional and the def2-TZVPD basis, the OMol25 dataset).

Total charge: 0
Multiplicity: 1
HOMO-LUMO gap in eV: 11.203

Last column: Löwdin charge in e.
Geometry (Å):
1 O -0.70158 -1.68383 0.04324  0.07
2 C 0.36744 -1.27874 -0.26100  -0.50
3 O 0.81405 -0.07884 -0.37864  -0.08
4 C -0.29907 1.05401 0.14332  -0.56
5 Br 0.25214 1.79286 1.72556  0.78
6 H 1.25439 -1.94903 -0.69936  0.17
7 H -0.41701 1.65528 -0.66529  0.02
8 H -1.27036 0.48829 0.09217  0.09

<x>
# C2H3BrO2

2 unconnected molecules or ions with the total composition C2H3BrO2 (the ωB97M-V functional and the def2-TZVPD basis, the OMol25 dataset).

Total charge: 0
Multiplicity: 1
HOMO-LUMO gap (spin up / spin down) in eV: 9.162 / 8.211

Last column: Löwdin charge in e.
Geometry (Å):
1 C -0.63803 -0.07408 0.07337  -0.54
2 C 0.49193 0.20573 -0.70954  -0.62
3 O -0.81736 0.61006 1.26874  -0.02
4 O -1.60816 0.91030 0.17517  0.01
5 Br 1.01915 -0.92512 -1.99091  0.81
6 H -1.11737 -1.03875 0.29348  0.16
7 H 1.78948 -0.84267 1.36829  0.14
8 H 0.88036 1.15454 -0.47860  0.06

Which structure is the most stable? The one labeled <w>.